{
  "formula": "C5H10O2",
  "method": "ωB97M-V with the def2-TZVPD basis set",
  "species": ["O", "O", "C", "C", "C", "C", "C", "H", "H", "H", "H", "H", "H", "H", "H", "H", "H"],
  "positions_angstrom": [[2.71, -0.20, -0.96], [0.40, 1.08, -0.12], [-0.77, -0.83, 0.48], [1.79, -0.86, -0.12], [-1.80, 0.23, 0.07], [-0.94, 1.50, 0.19], [0.39, -0.33, -0.36], [1.82, -1.92, -0.38], [2.06, -0.75, 0.94], [-2.10, 0.05, -0.97], [0.16, -0.50, -1.42], [-1.23, 2.31, -0.49], [2.53, 0.75, -0.86], [-1.07, -1.86, 0.26], [-0.54, -0.74, 1.55], [-0.96, 1.87, 1.22], [-2.70, 0.27, 0.68]],
  "smiles": "OC[C@H]1CCCO1",
  "homo_lumo_gap_ev": 10.784,
  "de_lowest_kcal_mol": 32.7,
  "charge": 0,
  "energy_ha": -346.9733,
  "e_homo_ev": -9.75
}